No. 1
This record from OMol25 describes C23H39NO7P2SSb2Ti as an isolated structure. The level of theory is ωB97M-V/def2-TZVPD.

Atoms and positions in Å:
1 Ti -0.53499 0.26541 -1.22689
2 C 0.25507 4.52390 -0.96001
3 Sb 1.03504 2.65607 -0.26520
4 C 2.53847 2.38545 -1.75389
5 C 2.36373 3.56077 1.21217
6 C 3.78411 3.10029 1.20268
7 C 4.70597 3.77503 0.39920
8 C 6.03179 3.38876 0.32169
9 C 6.46804 2.30599 1.07400
10 C 5.56997 1.64050 1.88863
11 C 4.22700 2.01784 1.97215
12 C 3.31569 1.22529 2.85023
13 Sb 2.40583 -0.42748 1.77348
14 C 4.16301 -1.65608 1.87876
15 C 1.49977 -1.27279 3.53300
16 H 0.95764 4.94757 -1.67733
17 H 0.15617 5.20366 -0.11302
18 H -0.71896 4.40173 -1.42895
19 H 3.03261 3.33249 -1.97117
20 H 2.07062 1.98448 -2.65029
21 H 3.26992 1.67129 -1.37707
22 H 1.90386 3.47574 2.19589
23 H 2.32124 4.61374 0.92651
24 H 4.36422 4.62608 -0.17960
25 H 6.71843 3.93173 -0.31447
26 H 7.50220 1.98901 1.03590
27 H 5.91342 0.80872 2.49411
28 H 2.51119 1.81387 3.29103
29 H 3.87931 0.76989 3.66715
30 H 4.55624 -1.65511 2.89628
31 H 4.92384 -1.28267 1.19450
32 H 3.91268 -2.67721 1.59194
33 H 2.19871 -1.21409 4.36876
34 H 1.24326 -2.31667 3.35855
35 H 0.58997 -0.72941 3.78806
36 C -2.93766 0.93293 -5.24390
37 C -2.88802 0.58374 -3.76693
38 O -4.22987 0.40696 -3.28645
39 P -2.09210 -1.03259 -3.44582
40 O -3.01131 -2.09503 -4.18026
41 O -0.74357 -1.16405 -4.22762
42 O -1.98003 -1.21925 -1.97382
43 P -2.04901 1.86586 -2.74249
44 O -2.53395 3.28516 -3.29306
45 O -0.56006 1.67828 -2.91004
46 O -2.50087 1.67233 -1.32425
47 H -3.38405 0.12038 -5.81758
48 H -1.93342 1.11394 -5.62932
49 H -3.54943 1.82497 -5.37675
50 H -4.20169 0.56902 -2.32936
51 H -3.91446 -2.08060 -3.83422
52 H 0.03410 -1.26173 -3.61042
53 H -1.99879 3.59620 -4.03330
54 S -2.75409 -0.74784 2.61130
55 C -2.03791 -2.14275 1.92098
56 C -1.19247 -1.78458 0.92711
57 N -1.11372 -0.42824 0.70405
58 C -1.88450 0.22882 1.52560
59 H -2.26507 -3.13521 2.27074
60 H -0.60845 -2.44430 0.30202
61 H -1.98806 1.30344 1.49520
62 C 3.46317 -2.88343 -3.65043
63 C 2.42973 -3.24601 -2.57464
64 C 1.48012 -4.31929 -3.11925
65 C 3.15792 -3.77986 -1.33344
66 C 1.66859 -2.04183 -2.19904
67 C 1.08812 -1.03773 -1.80659
68 H 4.03697 -3.76927 -3.93389
69 H 4.15321 -2.12461 -3.28044
70 H 2.97132 -2.49153 -4.54169
71 H 2.03853 -5.22486 -3.36834
72 H 0.97635 -3.96796 -4.02135
73 H 0.71706 -4.57290 -2.38186
74 H 3.74317 -4.66645 -1.58990
75 H 2.44430 -4.05074 -0.55285
76 H 3.83239 -3.02182 -0.93274

Values from the calculation:
orbital gap (alpha / beta)	6.4909 / 8.2338	eV
highest occupied orbital energy (alpha / beta)	-6.13 / -7.87	eV
charge	0
⟨S²⟩	2.01
multiplicity	3
relative energy (zero: lowest compared OMol25 entry of this formula, charge and spin)	0.0000	eV


No. 2
This record from OMol25 describes a 4-piece molecular cluster, C23H39NO8S3 overall. The level of theory is ωB97M-V/def2-TZVPD.

Atoms and positions in Å:
1 C 2.55748 2.69420 -1.08230
2 C 2.47705 1.16204 -1.00632
3 C 1.42620 0.57484 -1.94142
4 C 1.17022 -0.89277 -1.64032
5 O 0.21158 1.33094 -1.70948
6 C -0.74953 1.25428 -2.63160
7 O -0.69211 0.61931 -3.65058
8 N -1.87706 2.03136 -2.25497
9 C -2.90360 1.35255 -1.55504
10 C -3.00905 -0.03660 -1.55454
11 C -4.06105 -0.64947 -0.88256
12 C -5.00974 0.10102 -0.20213
13 C -4.89611 1.48744 -0.19619
14 C -3.85535 2.10766 -0.87010
15 H 1.93221 3.16772 -0.32678
16 H 2.23426 3.06334 -2.06039
17 H 3.58514 3.02744 -0.94091
18 H 3.44235 0.71023 -1.21838
19 H 2.14886 0.89641 0.00174
20 H 1.74856 0.68941 -2.97906
21 H 2.12243 -1.42566 -1.66684
22 H 0.47394 -1.34682 -2.34360
23 H 0.77505 -0.98953 -0.62543
24 H -1.58290 2.86508 -1.76302
25 H -2.28605 -0.65310 -2.07483
26 H -4.13205 -1.73108 -0.89852
27 H -5.82545 -0.39946 0.30469
28 H -5.62506 2.08824 0.33322
29 H -3.78308 3.18916 -0.86965
30 O 4.46798 1.32621 1.35570
31 S 4.58638 -0.04488 1.78688
32 O 4.48762 -1.12322 0.83309
33 C 6.08884 -0.20349 2.74776
34 C 5.64513 0.11605 4.17372
35 C 4.30823 -0.61130 4.37674
36 C 3.44670 -0.32349 3.14710
37 H 6.83315 0.47861 2.34390
38 H 6.42958 -1.23414 2.65196
39 H 6.39204 -0.19732 4.90146
40 H 5.50078 1.19308 4.28238
41 H 4.49004 -1.68614 4.45671
42 H 3.79670 -0.28944 5.27880
43 H 2.79685 -1.15318 2.87762
44 H 2.86193 0.58674 3.26968
45 O 0.58793 2.70736 5.38448
46 S 0.66914 1.32779 5.78545
47 O 1.95770 0.68229 5.89459
48 C -0.25927 1.10325 7.29854
49 C -1.67130 0.77860 6.82167
50 C -1.50654 -0.20939 5.65810
51 C -0.41711 0.34969 4.73499
52 H -0.18292 2.01214 7.89034
53 H 0.18838 0.26652 7.83422
54 H -2.27349 0.35998 7.62620
55 H -2.16284 1.68880 6.47243
56 H -1.19891 -1.18212 6.04630
57 H -2.43852 -0.35315 5.11425
58 H 0.17559 -0.42570 4.25596
59 H -0.82143 1.02366 3.98215
60 O -3.47246 -4.50892 -6.70016
61 S -2.44172 -3.61778 -7.17193
62 O -1.38026 -4.11331 -8.01075
63 C -3.21956 -2.19983 -7.94189
64 C -3.41466 -1.21370 -6.79483
65 C -2.11633 -1.25242 -5.97704
66 C -1.75646 -2.72793 -5.76641
67 H -4.14165 -2.52522 -8.41755
68 H -2.52529 -1.81657 -8.68913
69 H -3.62950 -0.21214 -7.16430
70 H -4.25614 -1.53046 -6.17469
71 H -1.31940 -0.75281 -6.53029
72 H -2.21680 -0.73586 -5.02597
73 H -0.68452 -2.90586 -5.74094
74 H -2.22073 -3.13916 -4.87199

Values from the calculation:
SMILES	CC[C@@H](C)OC(=O)Nc1ccccc1.O=S1(=O)CCCC1.O=S1(=O)CCCC1.O=S1(=O)CCCC1
orbital gap	8.8960	eV
highest occupied orbital energy	-8.63	eV
charge	0


No. 3
This record from OMol25 describes C23H40Cl3N4O3RhSi as an isolated structure at a distorted geometry. The level of theory is ωB97M-V/def2-TZVPD.

Atoms and positions in Å:
1 C -0.04058 3.48651 -2.29333
2 C -0.66368 2.47424 -3.19606
3 H 1.04386 3.53789 -2.46417
4 H -0.20221 3.22315 -1.24164
5 H -0.45779 4.48443 -2.50523
6 C -0.49374 2.53233 -4.53262
7 C 0.34249 3.55110 -5.22371
8 H -1.03585 1.85151 -5.18183
9 H 1.36767 3.59654 -4.82968
10 H -0.08215 4.55955 -5.12369
11 H 0.41545 3.31305 -6.28698
12 Rh -0.47820 0.94913 2.23555
13 Cl -2.28656 1.70081 3.42954
14 Cl -2.04938 0.10938 0.77839
15 C -1.77536 -1.74242 3.35227
16 O -0.54885 -1.55916 3.51954
17 N -2.27714 -2.93845 3.01866
18 C -1.43909 -4.10906 2.81623
19 C -3.70993 -3.11707 2.92356
20 H -2.52514 -0.93120 3.50107
21 H -0.63538 -4.17024 3.56402
22 H -1.02105 -4.14304 1.79668
23 H -2.10815 -4.96500 2.92215
24 H -4.21719 -2.42193 3.61576
25 H -3.91127 -4.15924 3.19322
26 H -4.05215 -2.93207 1.88952
27 H 5.01766 3.31461 1.56058
28 H 3.51409 1.10962 -0.23664
29 C 5.72796 2.50301 1.31539
30 C 4.57990 0.82509 -0.11521
31 N 5.06067 1.21336 1.19978
32 H 6.49836 2.43616 2.10166
33 C 4.77703 0.43583 2.28065
34 O 4.27013 -0.70281 2.22097
35 H 4.69490 -0.25766 -0.28115
36 H 5.05952 0.94815 3.23809
37 H 6.17674 2.72655 0.33948
38 H 5.17185 1.40408 -0.83752
39 O -0.58408 0.80027 -1.52211
40 C -1.47015 1.40249 -2.45934
41 C -1.51833 -0.29189 -4.36122
42 C -2.19032 0.38068 -3.33162
43 H -0.48986 -0.00622 -4.61897
44 C -2.18290 -1.29145 -5.08601
45 H -2.19740 1.96977 -1.84641
46 C -3.52330 0.07854 -3.04172
47 H -1.64092 -1.78419 -5.89316
48 C -3.49336 -1.63269 -4.76003
49 C -4.16505 -0.94233 -3.74523
50 H -4.01399 0.66653 -2.25441
51 H -4.00053 -2.41022 -5.33589
52 H -5.19554 -1.18242 -3.49233
53 Si -0.39061 -0.64951 -0.60804
54 Cl 1.13275 1.37054 0.39395
55 C 0.70024 -1.54289 -2.02877
56 C -1.65924 -2.13417 -0.90567
57 C 0.70592 -1.43192 0.73148
58 H 0.36399 -1.26103 -3.05519
59 H 0.65144 -2.65272 -1.96710
60 H 1.76064 -1.21595 -1.89838
61 H 1.41866 -0.69218 1.12093
62 H 1.30513 -2.22319 0.27773
63 H 0.16459 -1.83475 1.59812
64 H -1.42760 -2.66798 -1.84588
65 H -2.70526 -1.80173 -0.98921
66 H -1.60110 -2.87491 -0.08910
67 N 0.62252 0.63640 6.27739
68 C 1.80787 1.17905 5.81403
69 C 1.68541 1.26935 4.43693
70 N 0.38379 0.91661 4.12153
71 C -0.21455 0.45694 5.22715
72 H 0.38319 0.37474 7.22739
73 H 2.62732 1.45810 6.46313
74 H 2.40784 1.46703 3.64939
75 H -1.16460 -0.03943 5.33335

Values from the calculation:
orbital gap (alpha / beta)	7.4614 / 3.9705	eV
highest occupied orbital energy (alpha / beta)	-7.26 / -7.17	eV
charge	0
⟨S²⟩	6.01
multiplicity	5
relative energy (zero: lowest compared OMol25 entry of this formula, charge and spin)	3.8533	eV